[1]
Entry from the Open Molecules 2025 dataset: C22H14Cl2FN5O2 in the gas phase in a non-equilibrium geometry (ωB97M-V/def2-TZVPD).

Last column: Mulliken charge in e.
Positions of all 46 atoms, in Å:
O (-1.170, -4.111, -3.843)  -0.60
F (2.831, -3.332, 0.017)  -0.37
Cl (-4.168, -3.105, 0.700)  -0.23
Cl (-4.206, 1.915, 2.982)  -0.20
N (-1.400, -1.184, -4.391)  -0.55
N (-1.047, 0.103, -4.244)  -0.26
N (-0.319, 2.128, 2.411)  -0.63
O (0.577, -0.851, -3.302)  -0.27
C (-0.321, -3.231, -3.544)  0.32
C (-0.385, -1.720, -3.704)  0.78
C (0.060, 0.395, -3.649)  0.58
C (-2.593, -2.444, 1.185)  -0.38
C (-2.332, -1.595, 2.295)  -0.50
C (-1.570, 2.153, 2.990)  -0.53
C (1.076, -2.139, 1.069)  -1.08
C (-0.897, -3.465, -0.435)  -0.62
C (1.300, 1.829, -0.739)  -0.72
C (1.493, -3.093, 0.060)  0.43
C (-2.664, 2.029, 2.228)  0.47
C (-1.263, -2.714, 0.684)  1.31
C (-0.313, -2.064, 1.386)  -0.22
C (0.242, 1.844, -1.646)  0.49
C (0.495, -3.747, -0.728)  0.38
C (1.095, 2.040, 0.611)  -0.62
C (-2.559, 2.035, 0.830)  -0.72
C (-1.058, 1.895, -1.131)  -0.56
C (-0.233, 2.092, 1.100)  0.24
C (-1.326, 1.992, 0.238)  0.87
N (-0.931, -1.373, 2.346)  0.12
N (0.885, -3.652, -2.967)  -0.15
C (0.417, 1.795, -3.152)  -1.07
C (0.854, -4.588, -1.906)  -1.38
H (-3.031, -1.226, 3.010)  0.53
H (-1.732, 2.051, 4.103)  0.30
H (1.720, -1.576, 1.643)  0.60
H (-1.759, -3.817, -1.138)  0.27
H (2.288, 1.630, -0.971)  0.49
H (1.885, 2.222, 1.329)  0.46
H (-3.416, 1.986, 0.227)  0.56
H (-1.922, 2.036, -1.829)  0.34
H (-0.418, -0.825, 3.109)  0.34
H (1.580, -2.923, -2.940)  0.31
H (1.493, 1.929, -3.314)  0.44
H (-0.145, 2.726, -3.620)  0.32
H (1.847, -4.979, -1.723)  0.45
H (0.203, -5.538, -2.019)  0.27

Calculated total energy (Eh): -2291.16758
E_HOMO (Ha): -0.300
Max |F| (eV/A): 5.39
Orbital gap (eV): 7.38



[2]
Entry from the Open Molecules 2025 dataset: C22H15BCl2F4N4O3OsS2 as an isolated structure in a non-equilibrium geometry (ωB97M-V/def2-TZVPD).

Last column: Löwdin spin population.
Positions of all 54 atoms, in Å:
Os (-1.807, -0.596, 1.088)  1.46
Cl (2.549, -6.096, 3.188)  0.08
C (1.775, -4.756, 2.470)  0.22
C (2.526, -3.911, 1.665)  0.12
C (1.888, -2.832, 1.075)  0.20
Cl (2.788, -1.767, 0.087)  0.05
C (0.498, -2.565, 1.267)  0.16
O (-0.034, -1.582, 0.665)  0.28
C (-0.261, -3.468, 2.142)  0.12
C (-1.631, -3.277, 2.406)  0.34
O (-2.385, -2.269, 1.991)  0.26
C (0.394, -4.545, 2.714)  0.20
H (3.578, -4.084, 1.506)  0.01
H (-2.147, -4.017, 3.012)  0.01
H (-0.151, -5.221, 3.357)  0.00
S (-3.771, 0.471, 1.689)  0.14
C (-4.352, 0.864, 0.105)  0.03
C (-5.291, 1.940, -0.004)  0.00
N (-6.035, 2.812, -0.089)  0.00
C (-3.961, 0.186, -0.986)  0.03
S (-2.856, -1.162, -0.892)  0.12
C (-4.430, 0.547, -2.287)  0.00
N (-4.751, 0.843, -3.350)  0.01
F (-0.989, -0.504, 3.355)  0.01
B (0.222, 0.305, 3.577)  0.00
F (-0.186, 1.628, 3.704)  0.00
F (1.014, 0.156, 2.425)  0.01
F (0.862, -0.173, 4.692)  0.00
C (2.589, 2.816, -1.979)  0.00
N (1.776, 2.416, -0.846)  0.00
N (0.620, 1.693, -0.997)  0.00
C (-0.073, 1.747, 0.171)  0.01
O (-1.192, 1.122, 0.316)  0.11
C (0.632, 2.578, 1.052)  0.00
C (1.764, 2.973, 0.383)  0.00
C (2.857, 3.881, 0.822)  0.00
C (0.331, 0.906, -2.155)  0.00
C (-0.787, 1.209, -2.914)  0.00
C (-1.086, 0.417, -4.015)  0.00
C (-0.263, -0.649, -4.346)  0.00
C (0.856, -0.939, -3.578)  0.00
C (1.156, -0.165, -2.469)  0.00
H (2.341, 2.190, -2.831)  0.00
H (3.639, 2.675, -1.734)  0.00
H (2.407, 3.860, -2.238)  0.00
H (0.367, 2.757, 2.079)  0.00
H (2.777, 4.049, 1.893)  0.00
H (2.787, 4.846, 0.317)  0.00
H (3.837, 3.455, 0.610)  0.00
H (-1.416, 2.047, -2.643)  0.00
H (-1.965, 0.636, -4.601)  0.00
H (-0.499, -1.265, -5.204)  0.00
H (1.489, -1.779, -3.831)  0.00
H (2.001, -0.399, -1.834)  0.00

Calculated total energy (Eh): -3523.99567
Relative energy (zero: lowest compared OMol25 entry of this formula, charge and spin) (kcal per mole): 18.4
Multiplicity: 5
E_HOMO (alpha / beta) (Ha): -0.248 / -0.318
Max |F| (eV/A): 1.55
Orbital gap (alpha / beta) (eV): 6.12 / 5.17



[3]
Entry from the Open Molecules 2025 dataset: C22H15Br2HoN4OS as an isolated structure in a non-equilibrium geometry (ωB97M-V/def2-TZVPD).

Last column: Löwdin spin population.
Positions of all 46 atoms, in Å:
Ho (0.500, -0.474, 0.048)  4.01
N (4.018, 2.356, -0.503)  0.00
C (5.277, 1.670, -0.526)  0.00
C (6.443, 2.371, -0.289)  0.00
C (7.654, 1.690, -0.272)  0.00
C (7.685, 0.316, -0.457)  0.00
C (6.506, -0.388, -0.670)  0.00
C (5.307, 0.300, -0.727)  0.00
S (3.812, -0.525, -1.155)  0.00
N (2.645, 0.480, -0.387)  0.00
C (2.854, 1.757, -0.250)  0.00
C (1.697, 2.590, 0.228)  0.00
C (1.788, 3.936, 0.494)  0.00
C (0.643, 4.627, 0.890)  0.00
C (-0.551, 3.946, 1.009)  0.00
C (-0.563, 2.586, 0.741)  0.00
N (0.534, 1.919, 0.371)  0.00
H (4.070, 3.358, -0.428)  0.00
H (6.415, 3.442, -0.121)  0.00
H (8.570, 2.238, -0.105)  0.00
H (8.627, -0.214, -0.435)  0.00
H (6.527, -1.461, -0.812)  0.00
H (2.720, 4.477, 0.410)  0.00
H (0.698, 5.687, 1.100)  0.00
H (-1.462, 4.446, 1.303)  0.00
H (-1.474, 2.005, 0.813)  0.00
C (1.953, -3.826, 0.080)  0.00
C (0.456, -3.868, 0.075)  0.00
C (-0.213, -5.099, 0.089)  0.00
C (-1.579, -5.131, 0.068)  0.00
C (-2.325, -3.932, 0.034)  0.00
C (-3.745, -3.862, 0.032)  0.00
Br (-4.773, -5.430, 0.053)  0.00
C (-4.373, -2.653, 0.018)  0.00
C (-3.621, -1.457, -0.006)  0.00
Br (-4.526, 0.182, -0.030)  0.00
C (-2.257, -1.482, -0.021)  0.00
O (-1.490, -0.352, -0.047)  0.00
C (-1.596, -2.733, 0.013)  0.00
N (-0.210, -2.718, 0.039)  0.00
H (2.365, -4.560, 0.770)  0.00
H (2.352, -2.851, 0.375)  0.00
H (2.344, -4.054, -0.914)  0.00
H (0.362, -6.014, 0.121)  0.00
H (-2.104, -6.077, 0.085)  0.00
H (-5.452, -2.597, 0.025)  0.00

Calculated total energy (Eh): -7635.49242
Relative energy (zero: lowest compared OMol25 entry of this formula, charge and spin) (kcal per mole): 0.0
Multiplicity: 5
E_HOMO (alpha / beta) (Ha): -0.498 / -0.498
Net charge: +2
Max |F| (eV/A): 1.24
Orbital gap (alpha / beta) (eV): 6.49 / 6.66



Number 3 is which compound?
C22H15Br2HoN4OS



Number 1 is which compound?
C22H14Cl2FN5O2



Which of these has the highest calculated total energy?
C22H14Cl2FN5O2



max |F| of number 2 (C22H15BCl2F4N4O3OsS2)?
1.55 eV/A